No. 1
This record from the Open Molecules 2025 dataset describes a cluster of 10 separate species, C54H128N8O10 in total at a distorted geometry. The level of theory is the ωB97M-V functional and the def2-TZVPD basis.

Each line ends with the Mulliken charge.
Element x y z (Å)
C  18.4577  -0.8575  5.4892  -1.742
C  18.4690  -2.2760  6.0925  1.705
C  17.0740  -2.8965  5.8718  -1.030
C  19.4645  -3.2088  5.3711  1.103
C  20.8748  -3.0275  5.8600  -1.028
C  21.0085  -3.1578  7.3625  -0.776
C  20.0607  -2.2140  8.1456  1.204
C  19.9720  -2.7724  9.5668  -1.731
C  20.7059  -0.8377  8.1136  -1.938
N  18.7333  -2.2859  7.5370  1.234
O  17.7616  -1.5635  8.2540  -0.595
H  19.4383  -0.3747  5.4624  0.251
H  18.2261  -0.9251  4.4219  0.152
H  17.7650  -0.2177  6.0309  0.434
H  16.9443  -3.0685  4.8014  -0.310
H  17.0039  -3.8812  6.3359  -0.212
H  16.3127  -2.2179  6.2536  0.845
H  19.1437  -4.2260  5.6246  -0.792
H  19.3753  -3.1311  4.2877  -0.508
H  21.5025  -3.7704  5.3529  0.501
H  21.3004  -2.0864  5.4945  0.442
H  22.0387  -2.9690  7.6754  0.524
H  20.8920  -4.2006  7.6776  -0.271
H  19.3111  -2.1460  10.1759  0.413
H  20.8990  -2.7982  10.1383  0.376
H  19.4739  -3.7415  9.5336  0.303
H  20.8450  -0.4400  7.1083  0.285
H  21.6329  -0.8115  8.6839  0.462
H  20.0075  -0.1123  8.5482  0.381
H  17.0961  -2.2219  8.4857  0.343
C  17.8031  -5.9082  -0.4324  -1.561
C  18.1105  -5.6585  -1.9274  2.127
C  17.9231  -6.9635  -2.7369  -2.032
C  17.0687  -4.6516  -2.3894  -0.708
C  17.4581  -3.8925  -3.6637  -0.935
C  18.7602  -3.2097  -3.4159  -1.001
C  19.8846  -4.2293  -3.1839  1.432
C  20.1903  -5.1025  -4.3904  -1.813
C  21.1916  -3.5257  -2.8084  -1.917
N  19.4479  -5.0596  -2.0081  0.983
O  20.4532  -5.9243  -1.5387  -0.492
H  17.8623  -4.9597  0.0977  -0.111
H  16.7879  -6.3124  -0.3581  0.398
H  18.3866  -6.6992  0.0432  0.252
H  17.6467  -6.8982  -3.7856  0.332
H  18.8704  -7.5005  -2.6209  0.447
H  17.1956  -7.5790  -2.2027  0.441
H  16.1083  -5.1435  -2.5629  0.649
H  16.8822  -3.8708  -1.6483  -0.460
H  17.3816  -4.5066  -4.5634  0.394
H  16.6911  -3.1229  -3.8124  0.544
H  18.7552  -2.5104  -2.5765  0.153
H  19.0060  -2.5544  -4.2609  0.418
H  19.6262  -6.0250  -4.5251  0.308
H  21.2008  -5.5237  -4.3119  0.403
H  20.2529  -4.5102  -5.3072  0.355
H  21.0531  -2.7652  -2.0319  0.244
H  21.5922  -3.0517  -3.7019  0.438
H  21.8823  -4.2129  -2.3213  0.481
H  20.9776  -5.3877  -0.9370  0.299
C  15.0857  -10.5687  9.8908  -1.909
C  16.5824  -10.2679  9.6406  1.684
C  17.0695  -9.1287  10.5632  -2.068
C  17.3701  -11.5143  10.0673  -1.369
C  17.3414  -12.6435  9.0482  -0.900
C  17.5784  -12.1886  7.6198  -1.554
C  16.7342  -10.9645  7.2096  1.330
C  17.3898  -10.5274  5.8768  -1.874
C  15.3094  -11.3932  6.8407  -1.036
N  16.8693  -9.9124  8.2353  1.378
O  16.1756  -8.7475  7.8752  -0.364
H  14.8088  -11.5738  9.5889  0.387
H  14.9009  -10.4672  10.9637  0.526
H  14.4414  -9.8321  9.4090  0.226
H  16.3302  -8.3244  10.6051  0.425
H  17.1080  -9.4896  11.5908  0.519
H  18.0079  -8.7780  10.1500  0.266
H  18.3851  -11.2718  10.4029  0.489
H  16.9745  -11.9172  11.0060  0.353
H  18.0760  -13.4022  9.3301  0.442
H  16.3675  -13.1370  9.1246  0.387
H  17.3388  -13.0511  6.9923  0.352
H  18.6353  -11.9774  7.4456  0.502
H  17.2231  -11.2570  5.0847  0.648
H  18.4656  -10.3749  5.9471  0.517
H  16.9112  -9.5871  5.5795  0.024
H  14.8035  -12.0373  7.5596  0.356
H  15.3442  -12.0374  5.9609  0.638
H  14.7585  -10.4732  6.6544  -0.485
H  16.8697  -8.0370  7.8287  0.277
C  14.0170  -4.5010  2.5038  -2.939
C  14.3332  -3.0583  2.0868  2.674
C  14.1909  -2.1177  3.2967  -2.056
C  15.7378  -2.9614  1.5385  1.149
C  16.0206  -1.6537  0.7464  -0.772
C  14.9149  -1.3660  -0.2771  -1.591
C  13.4690  -1.5431  0.2130  1.713
C  13.0691  -0.2485  0.9467  -1.809
C  12.6445  -1.6535  -1.0620  -2.021
N  13.3272  -2.7183  1.0416  0.684
O  11.9948  -2.9402  1.4275  -0.507
H  14.8993  -4.8938  3.0138  0.156
H  13.1099  -4.6928  3.0709  0.586
H  13.9258  -5.0603  1.5660  0.612
H  13.1520  -1.7949  3.3962  0.516
H  14.2756  -2.7050  4.2216  0.428
H  14.9075  -1.3080  3.4179  0.137
H  16.3973  -3.0069  2.4093  -0.936
H  15.9942  -3.7968  0.8804  -0.114
H  16.0994  -0.8512  1.4795  0.408
H  16.8805  -1.8248  0.1006  0.334
H  15.1402  -2.0158  -1.1290  0.051
H  15.0805  -0.3509  -0.6441  0.535
H  13.6821  0.0618  1.7953  0.312
H  12.0585  -0.2938  1.3632  0.361
H  13.0728  0.6215  0.2832  0.452
H  12.7252  -0.7185  -1.6183  0.397
H  11.5840  -1.7911  -0.8300  0.431
H  12.9085  -2.4820  -1.7202  0.380
H  11.7727  -3.7659  0.9830  0.332
C  11.9665  -8.0854  1.2275  -0.650
O  12.4225  -8.8760  2.2909  -0.396
C  13.0799  -8.1138  3.2747  -0.208
C  13.4800  -8.8712  4.5013  2.291
C  12.2939  -9.4964  5.2085  -1.709
N  14.2268  -7.9895  5.4153  -0.700
H  12.7558  -7.3701  0.9633  0.191
H  11.1072  -7.4484  1.4804  0.304
H  11.6405  -8.7017  0.3949  0.301
H  13.9542  -7.6697  2.7673  -0.255
H  12.5620  -7.1974  3.6048  0.317
H  14.2018  -9.6320  4.1667  -0.572
H  12.6219  -10.0572  6.0845  0.359
H  11.7366  -10.1748  4.5620  0.337
H  11.5971  -8.7119  5.5116  0.370
H  15.0424  -7.6168  4.9373  0.203
H  14.6040  -8.5927  6.1379  -0.201
C  16.0477  -13.7199  1.3741  -0.847
O  15.7120  -12.3746  1.6065  -0.345
C  16.9054  -11.6196  1.8063  -0.934
C  16.5058  -10.1579  2.0521  1.965
C  15.8818  -9.4548  0.9033  -1.777
N  17.7173  -9.3804  2.4701  -0.374
H  16.2237  -14.3233  2.2745  0.287
H  16.9293  -13.8615  0.7396  0.331
H  15.2257  -14.2271  0.8622  0.275
H  17.4072  -11.9978  2.7069  0.477
H  17.6399  -11.7246  0.9994  0.429
H  15.8621  -10.1460  2.9367  -0.867
H  16.4476  -9.5801  -0.0302  0.445
H  15.7019  -8.3884  1.0360  0.117
H  14.9283  -9.9185  0.6305  0.516
H  18.4028  -9.9586  2.9605  0.063
H  18.2185  -9.3316  1.5762  -0.083
C  23.0057  -7.5969  4.2012  -0.303
O  22.9517  -8.1456  2.9045  -0.460
C  21.9376  -9.1195  2.8304  0.083
C  21.6415  -9.4947  1.3797  0.157
C  20.9920  -8.3612  0.6087  -0.898
N  20.7369  -10.6537  1.4247  -0.461
H  22.0329  -7.2381  4.5440  -0.114
H  23.7042  -6.7614  4.2723  0.370
H  23.4286  -8.3177  4.9104  0.316
H  22.1225  -10.0101  3.4429  0.458
H  21.0096  -8.6580  3.1996  -0.506
H  22.5602  -9.7358  0.8310  0.408
H  20.4953  -8.6487  -0.3197  0.422
H  21.7596  -7.6174  0.3966  0.447
H  20.1964  -7.8672  1.1768  -0.394
H  21.1911  -11.4409  1.8776  0.226
H  20.5545  -10.9561  0.4733  0.273
C  17.3441  -5.6956  8.9210  -0.216
O  18.0329  -6.7310  8.2729  0.109
C  19.4728  -6.6073  8.4692  1.235
C  20.2374  -7.5194  7.5340  -0.115
C  19.7321  -7.4334  6.0882  -0.689
N  20.3286  -8.9452  7.9080  -0.751
H  17.6282  -4.7052  8.5435  -0.622
H  17.4629  -5.6719  10.0102  0.402
H  16.2743  -5.7856  8.7256  0.250
H  19.7050  -5.5495  8.3297  -1.574
H  19.6097  -6.9176  9.5115  0.484
H  21.2612  -7.1249  7.5079  0.568
H  20.2882  -8.0633  5.3923  0.258
H  19.8703  -6.4109  5.7223  0.008
H  18.6948  -7.7479  5.9829  0.084
H  19.3604  -9.2797  7.9269  -0.159
H  20.7091  -8.9798  8.8501  0.389
C  17.6250  -5.9842  3.2968  1.351
O  16.6772  -6.9786  3.6406  0.779
H  18.2500  -6.3589  2.4810  -0.517
H  17.1565  -5.0523  2.9806  -0.232
H  18.3016  -5.7949  4.1350  -0.429
H  17.0321  -7.8312  3.3186  -0.384
C  19.0775  -2.0852  1.3986  0.202
O  19.5921  -2.4517  0.1430  -0.466
H  18.8473  -2.9174  2.0747  -0.140
H  19.5930  -1.2872  1.9386  0.447
H  18.0700  -1.7075  1.1895  -0.363
H  20.4106  -2.9465  0.2371  0.248

Cartesian forces (eV/Å) of the 2 atoms listed first:
C 0.615 -0.221 -0.424
C -0.263 0.237 -0.401

Summary:
Total charge = 0
Energy relative to the best compared isomer or geometry (same formula, charge and spin) = 0.0 kcal per mole
DFT total energy = -3324.4338 hartree
2S+1 = 1
E_HOMO = -8.05 eV
Structure (SMILES) = CC1(C)CCCC(C)(C)N1O.CC1(C)CCCC(C)(C)N1O.CC1(C)CCCC(C)(C)N1O.CC1(C)CCCC(C)(C)N1O.COC[C@H](C)N.COC[C@H](C)N.COC[C@H](C)N.COC[C@H](C)N.CO.CO
Kohn-Sham gap = 0.30558 Eh

=====

No. 2
This record from the Open Molecules 2025 dataset describes a cluster of 6 separate species, C43H49BNO10 in total at a distorted geometry. The level of theory is the ωB97M-V functional and the def2-TZVPD basis.

Each line ends with the Mulliken charge.
Element x y z (Å)
C  -3.3824  -2.4836  1.0746  -0.570
N  -2.8978  -2.5247  -0.3268  -0.426
C  -1.9322  -1.4222  -0.5870  -0.701
B  -1.3107  -1.3776  -2.0987  0.676
C  -0.6247  0.1187  -2.3702  -1.281
C  -0.2768  -2.6221  -2.4715  -0.997
C  0.4254  -3.3043  -1.2771  -1.070
C  1.3124  -2.3549  -0.4579  2.630
C  1.1671  -2.6672  1.0731  -1.050
C  2.8010  -2.4990  -0.8049  -1.362
C  3.6719  -1.4862  -0.0319  -0.581
C  3.2583  -0.0563  -0.2929  -0.472
C  3.4226  0.9629  0.5617  1.125
C  3.5108  2.3766  -0.0064  -1.371
C  3.4882  0.8088  2.0693  -0.549
H  -3.0718  -1.5626  1.5738  0.281
H  -4.4759  -2.5202  1.1363  0.342
H  -2.9473  -3.2942  1.6695  -0.048
H  -2.4226  -3.4148  -0.3972  0.312
H  -2.4996  -0.4910  -0.4384  0.324
H  -1.1672  -1.4339  0.2175  0.215
H  -2.2593  -1.4552  -2.8891  -0.451
H  -1.4006  0.8625  -2.5893  0.228
H  -0.0594  0.4165  -1.4710  0.310
H  0.0653  0.0808  -3.2214  0.176
H  0.5047  -2.2178  -3.1348  0.181
H  -0.7998  -3.3959  -3.0480  0.311
H  1.0893  -4.0907  -1.6797  0.528
H  -0.2998  -3.8439  -0.6611  0.056
H  1.0179  -1.3101  -0.5605  -0.722
H  0.2985  -3.2951  1.2747  -0.326
H  2.0463  -3.1943  1.4560  0.479
H  1.0204  -1.7487  1.6479  0.122
H  3.1162  -3.4955  -0.4673  0.372
H  2.9984  -2.4445  -1.8783  0.313
H  3.7205  -1.7225  1.0319  0.368
H  4.6906  -1.5826  -0.4321  0.379
H  2.7719  0.1487  -1.2458  0.148
H  2.9479  2.3887  -0.9443  0.372
H  4.5563  2.5990  -0.2213  0.261
H  3.0616  3.1231  0.6512  0.328
H  4.4555  0.3835  2.3593  -0.051
H  3.4147  1.7841  2.5534  0.024
H  2.6623  0.2108  2.4550  0.297
C  -3.1599  2.6464  -6.8222  -0.428
C  -2.1582  1.7994  -6.6000  -0.446
C  -2.3484  0.5892  -5.7595  0.339
O  -1.4492  -0.1856  -5.5496  -0.493
C  -3.6930  0.3662  -5.1721  -0.193
C  -4.6926  1.2178  -5.3967  -0.295
C  -4.5033  2.4185  -6.2389  0.460
O  -5.4164  3.1974  -6.4518  -0.586
H  -3.0459  3.5337  -7.4326  0.398
H  -1.1692  1.9461  -7.0153  0.409
H  -3.8002  -0.5177  -4.5537  0.328
H  -5.6804  1.0756  -4.9771  0.432
C  -7.4239  6.3043  -6.3845  -0.350
C  -7.3007  5.6549  -5.2293  -0.299
C  -8.0679  6.0704  -4.0299  0.349
O  -7.9603  5.4848  -2.9741  -0.535
C  -8.9776  7.2360  -4.1675  -0.368
C  -9.0990  7.8838  -5.3230  -0.391
C  -8.3313  7.4671  -6.5227  0.393
O  -8.4468  8.0601  -7.5758  -0.555
H  -6.8720  6.0147  -7.2696  0.457
H  -6.6425  4.8025  -5.1161  0.502
H  -9.5286  7.5226  -3.2806  0.404
H  -9.7557  8.7360  -5.4448  0.397
C  1.0154  1.9401  6.3807  -0.443
C  1.4697  2.1566  5.1484  -0.212
C  2.2552  3.3717  4.8223  0.373
O  2.6677  3.5694  3.6998  -0.519
C  2.5171  4.3353  5.9195  -0.359
C  2.0627  4.1181  7.1507  -0.410
C  1.2769  2.9025  7.4777  0.381
O  0.8660  2.7065  8.6022  -0.556
H  0.4396  1.0609  6.6396  0.435
H  1.2903  1.4667  4.3335  0.486
H  3.0927  5.2145  5.6592  0.418
H  2.2415  4.8079  7.9657  0.389
C  -1.1710  -6.7422  3.0997  -0.516
C  -1.4577  -5.4423  3.1065  0.267
C  -2.0597  -4.7940  4.2981  0.348
O  -2.3223  -3.6123  4.3064  -0.527
C  -2.3279  -5.6505  5.4810  -0.401
C  -2.0408  -6.9495  5.4722  -0.385
C  -1.4389  -7.5965  4.2804  0.368
O  -1.1765  -8.7819  4.2774  -0.567
H  -0.7321  -7.2336  2.2408  0.439
H  -1.2680  -4.8015  2.2549  0.113
H  -2.7664  -5.1585  6.3400  0.418
H  -2.2288  -7.5915  6.3235  0.399
C  8.5519  -1.8887  2.8583  -0.392
C  9.5805  -1.8726  2.0145  -0.351
C  9.7465  -0.7805  1.0242  0.368
O  10.6848  -0.7676  0.2554  -0.559
C  8.7233  0.2925  1.0099  -0.375
C  7.6943  0.2776  1.8537  -0.211
C  7.5297  -0.8135  2.8455  0.425
O  6.5933  -0.8256  3.6139  -0.546
H  8.4108  -2.6763  3.5874  0.412
H  10.3378  -2.6461  2.0076  0.400
H  8.8622  1.0783  0.2786  0.418
H  6.9346  1.0494  1.8578  0.413

Cartesian forces (eV/Å) of the 2 atoms listed first:
C 0.145 0.036 -0.333
N -0.154 0.261 0.985

Summary:
Total charge = -1
DFT total energy = -2499.7270 hartree
2S+1 = 1
E_HOMO = -4.63 eV
Kohn-Sham gap = 0.16395 Eh

=====

No. 3
This record from the Open Molecules 2025 dataset describes a cluster of 2 separate species, C4H10N2O3S in total at a distorted geometry. The level of theory is the ωB97M-V functional and the def2-TZVPD basis.

Each line ends with the Mulliken charge.
Element x y z (Å)
C  -0.7974  -2.3840  0.3670  -1.140
C  -0.0811  -1.3895  -0.5591  -0.734
S  0.3235  0.2695  -0.0604  1.166
O  1.1168  0.7691  -1.1717  -0.670
O  0.8894  0.3766  1.2657  -0.653
C  -1.2889  1.0738  -0.2391  -0.308
C  -1.3010  2.4166  0.3482  -1.125
H  -0.0824  -2.3212  1.2134  0.309
H  -1.8441  -2.1694  0.4607  0.299
H  -0.8124  -3.3922  0.0246  0.394
H  -0.5003  -1.2978  -1.4786  0.534
H  0.8964  -1.8521  -0.8418  0.453
H  -1.2001  1.3439  -1.2624  0.324
H  -2.1302  0.2659  0.0252  0.283
H  -0.9927  3.1930  -0.3425  0.290
H  -2.1878  2.7727  0.8648  0.340
H  -0.6035  2.3542  1.2614  0.257
N  3.0485  -1.0134  0.0244  -0.353
N  3.5203  -0.0228  0.0361  0.891
O  4.0271  1.0070  0.0644  -0.558

Cartesian forces (eV/Å) of the 2 atoms listed first:
C 1.607 1.480 0.288
C 2.028 -2.150 1.336

Summary:
Total charge = 0
Energy relative to the best compared isomer or geometry (same formula, charge and spin) = 97.1 kcal per mole
DFT total energy = -891.7052 hartree
2S+1 = 1
E_HOMO = -10.55 eV
Structure (SMILES) = CCS(=O)(=O)CC.N#[N+][O-]
Kohn-Sham gap = 0.41137 Eh

=====

No. 4
This record from the Open Molecules 2025 dataset describes an isolated molecule of C6H13N. The level of theory is the ωB97M-V functional and the def2-TZVPD basis.

Each line ends with the Mulliken charge.
Element x y z (Å)
C  2.2144  -0.3564  0.6894  -1.093
C  1.4493  -0.1507  -0.6244  -0.808
C  0.0235  0.3190  -0.4507  0.490
C  -0.2691  1.6428  -1.0809  -1.545
C  -0.9036  -0.4027  0.1999  0.706
C  -2.2621  0.0795  0.6128  -1.439
N  -0.5628  -1.7084  0.6491  -0.482
H  2.2753  0.6074  1.1814  0.298
H  1.7945  -1.0996  1.3643  0.321
H  3.2452  -0.6088  0.4656  0.351
H  1.5258  -1.0123  -1.2879  0.375
H  1.9896  0.6534  -1.1170  0.341
H  0.0884  1.6380  -2.1128  0.380
H  0.1713  2.4693  -0.5152  0.258
H  -1.3487  1.8138  -1.1644  0.351
H  -2.9714  -0.7438  0.6169  0.442
H  -2.6609  0.8217  -0.0792  0.350
H  -2.2857  0.5052  1.6150  0.258
H  -0.2177  -2.2870  -0.1143  0.212
H  -1.2953  -2.1801  1.1524  0.235

Cartesian forces (eV/Å) of the 2 atoms listed first:
C 0.088 0.056 -0.250
C 0.033 0.113 0.391

Summary:
Total charge = 0
Energy relative to the best compared isomer or geometry (same formula, charge and spin) = 6.9 kcal per mole
DFT total energy = -291.1477 hartree
2S+1 = 1
E_HOMO = -7.71 eV
Structure (SMILES) = CC/C(C)=C(/C)N
Kohn-Sham gap = 0.32251 Eh